(1)
A molecular structure, C32H25IrN5O4 in a non-equilibrium geometry. Source: the OMol25 dataset; level of theory: wB97M-V/def2-TZVPD.

```
67
Properties=species:S:1:pos:R:3:mulliken_charge:R:1
Ir 0.776 -0.658 0.769 1.242
O 2.447 -2.513 3.695 -0.506
C 2.200 -1.441 3.219 -0.168
N 0.962 -0.909 2.902 -0.055
C 0.321 0.058 3.573 0.539
C 0.560 0.368 4.923 -0.674
C -0.249 1.268 5.588 -0.722
C -1.345 1.855 4.945 -0.601
C -1.592 1.605 3.611 -0.823
C -0.741 0.758 2.882 0.812
N -0.853 0.596 1.551 -0.155
C -2.026 0.339 0.861 -0.390
O -2.704 1.122 0.255 -0.403
C -2.312 -1.142 0.956 1.300
C -3.608 -1.621 1.075 -0.677
C -3.790 -2.987 1.258 -0.553
C -2.676 -3.810 1.310 -0.732
C -1.414 -3.245 1.169 -0.446
N -1.242 -1.945 0.992 0.022
C 3.236 -0.428 2.789 1.120
C 4.400 -0.248 3.519 -1.073
C 5.228 0.811 3.180 -0.300
C 4.842 1.642 2.139 -0.942
C 3.687 1.345 1.430 -0.284
N 2.900 0.322 1.735 -0.162
H 1.365 -0.138 5.433 0.552
H -0.045 1.504 6.620 0.442
H -1.996 2.514 5.497 0.454
H -2.409 2.088 3.098 0.557
H -4.436 -0.931 1.055 0.583
H -4.784 -3.393 1.374 0.513
H -2.771 -4.871 1.480 0.474
H -0.516 -3.847 1.214 0.498
H 4.622 -0.918 4.332 0.503
H 6.142 1.000 3.725 0.462
H 5.425 2.507 1.871 0.430
H 3.379 1.967 0.605 0.555
C -0.559 2.658 -3.954 -1.019
O -0.646 1.276 -3.644 -0.180
C -1.782 0.779 -3.131 1.103
C -2.823 1.556 -2.622 -0.716
C -3.992 0.972 -2.187 -0.730
C -4.185 -0.403 -2.297 -0.876
C -3.179 -1.189 -2.801 -0.737
C -1.953 -0.631 -3.189 0.253
N -1.059 -1.479 -3.827 0.159
C 0.189 -1.328 -4.215 -0.847
C 1.200 -0.498 -3.682 0.665
C 2.193 -0.017 -4.554 -0.618
C 3.272 0.703 -4.105 -1.037
C 3.458 0.876 -2.723 -0.339
C 2.523 0.409 -1.846 0.267
C 1.335 -0.255 -2.262 1.685
O 0.503 -0.693 -1.403 -0.824
H 0.393 2.773 -4.471 0.261
H -0.563 3.273 -3.051 0.365
H -1.373 2.964 -4.615 0.387
H -2.717 2.627 -2.564 0.480
H -4.772 1.594 -1.786 0.478
H -5.129 -0.843 -2.022 0.482
H -3.333 -2.250 -2.931 0.422
H -1.514 -2.327 -4.162 0.354
H 0.494 -1.962 -5.042 0.561
H 2.056 -0.190 -5.610 0.471
H 3.991 1.108 -4.800 0.432
H 4.351 1.367 -2.363 0.473
H 2.641 0.504 -0.773 -0.770
```

The calculation puts the orbital gap (alpha / beta) at 5.3 / 5.2 eV. The value obtained for the relative energy (zero: lowest compared OMol25 entry of this formula, charge and spin) is 64.0 kcal per mole. The HOMO energy (alpha / beta) is -13.08 / -13.08 eV. As for the multiplicity: 2. The total charge is +2. Its electronic energy is -52051.5424 eV.


(2)
A molecular structure, C32H26AuF6N2O3. Source: the OMol25 dataset; level of theory: wB97M-V/def2-TZVPD.

```
70
Properties=species:S:1:pos:R:3:mulliken_charge:R:1
Au 0.404 1.083 -1.802 0.644
O -1.140 -1.596 5.295 -0.498
C -0.248 -2.373 4.643 0.651
O 0.007 -3.464 5.082 -0.620
C 0.398 -1.806 3.425 0.348
C 1.139 -2.672 2.624 -1.002
C 1.766 -2.216 1.479 0.078
C 1.660 -0.872 1.113 -0.357
C 0.894 -0.008 1.893 -0.695
C 0.292 -0.467 3.048 -0.439
N 2.252 -0.362 -0.040 0.407
C 3.487 -0.512 -0.240 -0.707
C 4.152 -0.018 -1.459 0.606
C 5.397 -0.537 -1.802 -0.682
C 5.983 -0.131 -2.988 -0.397
C 5.306 0.780 -3.780 -0.529
C 4.077 1.259 -3.338 -0.280
N 3.512 0.885 -2.202 -0.097
H -1.300 -0.766 4.825 0.308
H 1.209 -3.710 2.919 0.448
H 2.321 -2.890 0.839 0.533
H 0.769 1.019 1.575 0.538
H -0.261 0.253 3.641 0.407
H 4.121 -1.053 0.477 0.395
H 5.876 -1.263 -1.157 0.362
H 6.944 -0.526 -3.293 0.402
H 5.714 1.116 -4.724 0.379
H 3.512 1.965 -3.937 0.384
C -2.831 1.537 5.202 -0.505
C -1.797 2.458 5.091 -0.456
C -1.313 2.817 3.843 -0.611
C -1.826 2.270 2.657 1.020
C -2.868 1.335 2.791 0.326
C -3.362 0.987 4.040 -0.970
C -1.180 2.659 1.399 -1.634
C -1.485 2.351 0.122 0.726
C -2.743 1.644 -0.244 -0.665
C -3.956 2.328 -0.214 0.486
C -5.138 1.685 -0.550 -0.702
C -5.123 0.346 -0.919 -0.464
C -3.916 -0.340 -0.958 -0.719
C -2.733 0.306 -0.627 0.185
H -3.214 1.251 6.173 0.380
H -1.364 2.896 5.982 0.376
H -0.498 3.529 3.771 0.336
H -3.282 0.854 1.918 0.251
H -4.169 0.266 4.106 0.369
H -0.265 3.233 1.537 0.214
H -3.965 3.369 0.089 0.409
H -6.074 2.229 -0.521 0.378
H -6.046 -0.158 -1.179 0.381
H -3.893 -1.384 -1.247 0.413
H -1.789 -0.224 -0.656 0.554
C -0.608 2.695 -1.022 -1.477
H 0.099 3.485 -0.750 0.391
H -1.224 3.047 -1.858 0.506
C -0.492 -2.058 -2.591 -2.291
C 0.726 -1.614 -3.414 1.382
O 1.218 -0.400 -3.105 -0.884
C 1.841 -2.683 -3.242 0.401
F 1.502 -3.909 -3.705 -0.316
F 2.989 -2.348 -3.849 -0.262
F 2.138 -2.858 -1.937 -0.172
C 0.299 -1.591 -4.912 0.566
F 1.318 -1.292 -5.734 -0.256
F -0.647 -0.658 -5.099 -0.266
F -0.226 -2.757 -5.363 -0.295
H -0.209 -2.046 -1.538 0.397
H -0.853 -3.051 -2.863 0.430
H -1.281 -1.322 -2.743 0.483
```

The calculation puts the orbital gap at 6.7 eV. The value obtained for the relative energy (zero: lowest compared OMol25 entry of this formula, charge and spin) is 0.0 kcal per mole. The HOMO energy is -4.44 eV. As for the multiplicity: 1. The total charge is -1. Its electronic energy is -62729.0521 eV.


(3)
A molecular structure, C32H26Co2N2O5P in a non-equilibrium geometry. Source: the OMol25 dataset; level of theory: wB97M-V/def2-TZVPD.

```
68
Properties=species:S:1:pos:R:3:mulliken_charge:R:1
O 0.454 -4.547 0.369 -0.400
C 0.339 -3.395 0.278 -0.282
Co 0.331 -1.693 -0.136 0.349
C -1.433 -1.273 -0.299 -0.359
O -2.589 -1.470 -0.242 -0.466
C 0.650 -1.359 1.549 0.867
O 0.820 -1.249 2.690 -0.490
C 1.465 -0.946 -1.349 -0.453
C 0.861 -2.102 -1.790 0.691
C 0.727 -3.026 -2.775 -1.537
C -0.551 -3.444 -3.237 1.496
C -0.701 -4.644 -3.973 -0.794
C -1.964 -5.178 -4.181 -0.381
C -3.110 -4.497 -3.741 -0.252
C -2.973 -3.231 -3.157 -0.534
C -1.709 -2.684 -2.955 -0.695
Co 0.303 0.578 -0.996 0.506
C -1.371 0.950 -1.304 0.492
O -2.452 1.281 -1.573 -0.519
C 1.168 1.457 -2.194 -0.317
O 1.790 2.029 -2.993 -0.517
P 0.750 1.737 0.676 1.704
C -0.375 1.799 2.125 0.236
C -0.166 2.689 3.188 -0.437
C -1.047 2.700 4.273 -0.718
C -2.159 1.851 4.293 -0.550
C -2.391 1.000 3.209 -0.688
C -1.513 0.993 2.126 -0.133
C 2.433 1.388 1.358 0.247
C 2.639 1.128 2.718 -0.557
C 3.922 0.842 3.181 -0.661
C 4.999 0.770 2.297 -0.627
C 4.793 1.025 0.939 -0.761
C 3.518 1.343 0.467 -0.490
C 0.829 3.543 0.257 0.498
C 1.971 4.325 0.478 -0.194
C 1.963 5.682 0.139 -0.623
C 0.819 6.264 -0.416 -0.529
C -0.313 5.481 -0.650 -0.681
C -0.315 4.126 -0.311 -0.480
H 2.526 -0.703 -1.433 0.579
H 1.603 -3.510 -3.193 0.176
H 0.204 -5.150 -4.315 0.335
H -2.073 -6.135 -4.692 0.342
H -4.101 -4.948 -3.857 0.388
H -3.856 -2.658 -2.867 0.259
H -1.596 -1.648 -2.619 0.504
H 0.678 3.372 3.178 0.519
H -0.869 3.367 5.114 0.380
H -2.851 1.849 5.142 0.361
H -3.258 0.336 3.190 0.466
H -1.728 0.353 1.269 0.099
H 1.814 1.175 3.424 0.464
H 4.071 0.665 4.244 0.392
H 5.996 0.519 2.662 0.356
H 5.620 0.995 0.235 0.415
H 3.369 1.548 -0.598 0.402
H 2.875 3.887 0.902 0.287
H 2.853 6.283 0.311 0.398
H 0.808 7.328 -0.668 0.348
H -1.206 5.916 -1.098 0.393
H -1.204 3.522 -0.508 0.273
N -2.640 -4.501 -0.519 -0.265
N -4.052 -4.321 -0.332 -0.540
H -2.273 -3.588 -0.796 -0.009
H -2.237 -4.705 0.393 0.282
H -4.495 -4.473 -1.231 0.192
H -4.390 -5.017 0.325 0.243
```

The calculation puts the orbital gap at 5.9 eV. The value obtained for the relative energy (zero: lowest compared OMol25 entry of this formula, charge and spin) is 0.0 kcal per mole. The HOMO energy is -3.30 eV. As for the multiplicity: 1. The total charge is -1. Its electronic energy is -131363.2739 eV.


Q: Number 3 is which compound?
A: C32H26Co2N2O5P


Q: relative energy (zero: lowest compared OMol25 entry of this formula, charge and spin) of number 3 (C32H26Co2N2O5P)?
A: 0.0 kcal per mole


Q: What is the formula in the second record?
A: C32H26AuF6N2O3